Record 1
30
Properties=species:S:1:pos:R:3:forces:R:3:lowdin_charge:R:1 method="wB97M-V/def2-TZVPD" homo_lumo_gap_ev=9.31 lumo_ev=0.843 e_above_lowest_kcal_mol=46.9 charge=0 smiles=CCc1ccc(O)cc1.CCC
C -0.9264 2.8833 -0.0410 2.0 -2.6 0.5 -0.065
C 0.3232 2.3060 -0.7927 0.3 0.5 -1.5 -0.205
C 1.0171 1.1310 -0.1388 -1.5 0.9 -0.1 -0.273
C 1.7130 1.3046 1.0557 -0.1 -2.3 -1.1 -0.023
C 2.2779 0.1368 1.5844 0.7 1.2 1.7 -0.033
C 2.0623 -1.1679 1.1664 -1.0 0.8 -0.9 -0.338
O 2.3160 -2.2689 1.9231 1.7 0.6 0.7 0.048
C 1.3932 -1.2754 -0.0415 -0.1 0.2 0.2 -0.016
C 0.8702 -0.1368 -0.6406 0.0 -1.7 -1.3 -0.067
H -1.0039 3.9375 -0.1205 -0.2 0.8 0.4 0.057
H -0.8983 2.3785 0.9501 0.0 1.4 0.0 0.085
H -1.7437 2.3592 -0.4644 -1.2 0.0 -0.7 0.030
H -0.0139 2.1242 -1.8488 0.3 -0.6 0.9 0.113
H 1.1773 2.9659 -1.0102 -0.6 0.8 0.6 0.105
H 1.7239 2.2342 1.5863 0.4 0.4 0.0 0.114
H 2.9247 0.3144 2.4392 -0.2 -0.3 0.4 0.107
H 3.0033 -1.9913 2.5852 -1.0 -0.6 -0.7 0.129
H 1.2235 -2.1968 -0.5546 0.0 -0.7 0.2 0.110
H 0.3301 -0.4156 -1.5763 0.3 1.1 0.7 0.114
C -3.7058 -0.6549 -0.0725 0.0 -2.2 0.3 -0.119
C -2.5842 -0.6095 -1.1437 -0.8 0.9 2.5 -0.374
C -2.6070 -1.5334 -2.2818 2.5 1.6 -2.8 -0.135
H -4.6098 -1.3049 -0.3775 0.8 1.9 0.4 0.095
H -3.2768 -1.2507 0.7758 -0.5 0.3 -0.5 0.066
H -3.7748 0.3503 0.3616 -1.1 -0.3 -0.3 0.062
H -1.7537 -0.7195 -0.4102 0.4 0.3 -1.6 0.093
H -2.6221 0.3627 -1.6123 0.5 0.7 0.3 0.085
H -2.6638 -2.5544 -2.0552 -0.1 -1.5 0.2 0.050
H -1.5949 -1.2816 -2.8340 -1.5 -1.1 0.9 0.102
H -3.2985 -1.2088 -3.0798 -0.3 -0.5 0.7 0.081

Record 2
30
Properties=species:S:1:pos:R:3:forces:R:3:lowdin_charge:R:1 method="wB97M-V/def2-TZVPD" homo_lumo_gap_ev=9.18 lumo_ev=0.819 e_above_lowest_kcal_mol=12.0 charge=0 smiles=Cc1ccc(O)cc1.CC(C)C
C -1.5168 2.4210 -2.0314 0.7 0.6 -0.5 -0.064
C -2.1691 1.3193 -1.2736 -1.1 0.5 1.0 -0.292
C -1.9351 -0.0215 -1.4634 0.4 -0.6 -0.5 -0.052
C -2.4430 -1.0192 -0.6388 0.0 0.2 0.2 -0.015
C -3.2467 -0.6609 0.4204 0.4 0.5 0.5 -0.340
O -3.6956 -1.6345 1.2552 -0.5 -0.3 0.5 0.043
C -3.4751 0.6916 0.6761 -0.9 -0.6 -0.1 -0.030
C -3.0068 1.6419 -0.1945 0.3 0.6 -0.1 -0.051
H -2.1105 3.2925 -2.3244 -0.6 -0.5 0.1 0.079
H -1.0421 2.0525 -2.9365 0.1 0.0 -0.1 0.073
H -0.7477 2.8951 -1.4160 0.3 -0.3 0.0 0.081
H -1.3306 -0.3448 -2.2938 0.3 0.0 -0.2 0.108
H -2.1402 -2.0496 -0.7294 -0.1 -0.2 -0.3 0.116
H -4.3274 -1.2975 1.9192 0.5 0.0 -0.6 0.115
H -4.1316 0.9314 1.5070 0.1 0.3 0.0 0.112
H -3.2656 2.6834 -0.0175 0.1 -0.1 0.0 0.115
C 1.8618 -0.8350 1.7103 -0.3 -0.6 0.2 -0.084
C 3.2148 -0.6986 0.9763 -0.3 0.0 -0.3 -0.462
C 3.4757 -1.9738 0.1861 0.2 -0.4 -0.6 -0.118
C 3.2180 0.5412 0.0465 0.5 -1.3 -0.3 -0.076
H 1.0893 -0.1583 1.3369 0.2 0.2 0.1 0.064
H 1.9068 -0.7525 2.7971 0.2 0.3 0.0 0.068
H 1.4400 -1.8335 1.5479 0.1 0.0 -0.1 0.066
H 4.0271 -0.6346 1.6977 0.0 0.3 0.1 0.117
H 2.6336 -2.2025 -0.4737 -0.1 0.0 0.1 0.079
H 4.3492 -1.9212 -0.4772 0.0 0.3 0.2 0.071
H 3.6487 -2.8393 0.8343 -0.2 0.1 0.0 0.077
H 3.6930 1.3829 0.5220 -0.3 0.6 0.2 0.066
H 3.8193 0.3176 -0.8442 0.0 0.1 0.1 0.067
H 2.2065 0.7068 -0.3185 0.0 0.5 0.1 0.065

Record 3
35
Properties=species:S:1:pos:R:3:forces:R:3:lowdin_charge:R:1 method="wB97M-V/def2-TZVPD" homo_lumo_gap_ev=9.04 lumo_ev=0.542 charge=0 smiles="CCOC(=O)C(C(=O)OCC)C1SCCCS1"
C 1.7844 2.1474 -3.6566 -0.3 0.2 -0.7 -0.075
C 2.1479 1.3943 -2.4261 0.5 0.4 0.0 -0.243
O 1.0312 0.5740 -2.0636 0.5 -0.1 0.3 -0.051
C 1.2451 -0.1690 -0.9532 1.1 -0.6 -1.1 -0.533
O 2.3284 -0.3599 -0.4593 -0.8 0.4 -0.3 0.139
C -0.0642 -0.6927 -0.4667 0.0 2.4 0.1 -0.136
C 0.1113 -2.0736 0.1324 0.0 -0.8 1.2 -0.438
O 1.0188 -2.4321 0.8579 -1.3 0.7 -1.1 0.116
O -0.9184 -2.8960 -0.2175 0.6 0.4 0.0 0.008
C -0.8395 -4.1965 0.3776 0.0 -0.7 0.6 -0.233
C -2.0148 -5.0305 -0.0182 -0.6 -0.2 -0.4 -0.078
C -0.4849 0.5298 0.5957 -2.7 -3.5 -0.4 -0.873
S 0.3010 0.3751 2.1501 1.4 -0.4 0.7 0.928
C -0.2712 1.7903 3.1456 -0.4 -0.6 -0.7 -0.474
C -0.1921 3.1779 2.4933 -0.2 0.0 0.2 -0.289
C -1.0437 3.2372 1.2166 0.0 -0.7 0.0 -0.473
S -0.5120 2.1373 -0.1212 0.6 0.5 -1.1 0.928
H 2.5642 2.8476 -3.9221 0.3 0.2 0.0 0.080
H 1.6077 1.5225 -4.5220 0.1 -0.4 -0.1 0.078
H 0.8726 2.7001 -3.5187 -0.4 0.4 0.2 0.071
H 2.3378 2.1150 -1.6216 0.0 -0.3 0.1 0.124
H 3.0614 0.8160 -2.5939 -0.3 -0.2 0.3 0.130
H -0.9315 -0.5038 -1.1822 1.6 -1.1 0.4 0.171
H 0.0734 -4.7289 0.0975 0.1 0.5 0.0 0.131
H -0.8650 -4.1068 1.4702 0.3 0.3 -0.2 0.132
H -2.0546 -5.9400 0.5682 0.2 -0.2 0.3 0.079
H -2.9530 -4.5295 0.1369 -0.4 0.4 0.3 0.073
H -2.0353 -5.3491 -1.0499 0.3 0.1 -0.5 0.074
H -1.5020 0.0061 0.5548 0.4 1.8 1.3 0.099
H 0.3703 1.6587 4.0284 -0.4 0.4 -0.1 0.074
H -1.3053 1.4972 3.3646 0.1 0.6 0.4 0.072
H -0.6539 3.8823 3.2216 0.5 -0.2 -0.4 0.116
H 0.8672 3.4506 2.2894 -0.7 -0.1 0.1 0.121
H -2.0863 2.9522 1.4104 0.1 0.5 0.2 0.079
H -0.9950 4.1968 0.6816 -0.1 -0.1 0.5 0.074

Record 4
31
Properties=species:S:1:pos:R:3:forces:R:3:lowdin_charge:R:1 method="wB97M-V/def2-TZVPD" homo_lumo_gap_ev=8.62 lumo_ev=-0.122 e_above_lowest_kcal_mol=29.4 charge=0 smiles="CC(C)(C)[Si](=S)c1ccccc1.C"
C 1.8927 1.9675 0.6354 0.7 0.6 0.3 -0.076
C 2.2672 0.6462 -0.0675 -0.1 1.3 0.9 -0.656
C 3.4753 -0.0080 0.6275 -1.4 0.5 -0.9 -0.117
C 2.5537 0.9063 -1.5585 0.7 -2.0 -0.3 -0.093
Si 0.9485 -0.6535 0.0196 -1.4 -1.1 0.2 0.371
S 1.1653 -2.6450 -0.0044 -0.1 1.6 0.0 0.231
C -0.7684 0.1668 0.0701 -1.1 -0.6 0.4 -0.302
C -1.6947 -0.0167 1.1102 0.8 1.6 -0.2 -0.170
C -2.9266 0.6047 1.1840 -2.9 0.1 0.1 -0.093
C -3.4089 1.4258 0.1046 1.9 -1.8 -1.3 -0.041
C -2.5632 1.4214 -1.0537 -0.2 0.4 0.9 -0.080
C -1.3055 0.8469 -1.0154 1.4 -0.4 -0.3 -0.129
H 0.9245 2.0173 1.0553 -1.3 -0.3 0.4 0.043
H 2.5441 2.2642 1.4762 0.1 -0.5 -0.4 0.090
H 1.8957 2.8084 -0.0439 0.2 0.2 -0.4 0.076
H 3.3316 -0.2447 1.6427 -0.5 -0.2 1.3 0.074
H 4.4170 0.4266 0.5465 1.5 1.7 -0.3 0.071
H 3.5726 -0.8903 0.1092 0.6 -2.6 -0.9 0.018
H 3.4969 1.4486 -1.5561 0.0 0.2 -0.6 0.090
H 2.7011 -0.1079 -1.9973 0.6 0.6 0.0 0.082
H 1.8162 1.3111 -2.2589 -0.2 0.6 0.8 0.079
H -1.3378 -0.3490 2.0315 0.4 -1.5 1.3 0.082
H -3.6215 0.2443 2.0667 1.5 1.4 -1.7 0.144
H -4.3658 1.9107 -0.0606 0.0 -0.2 0.9 0.094
H -2.7933 1.8846 -2.0169 -0.5 0.1 0.6 0.104
H -0.6112 0.8833 -1.8454 -0.5 0.4 -0.6 0.089
C -3.3947 -2.9182 0.5014 0.7 1.0 -2.7 -0.062
H -2.9408 -3.7420 -0.1087 0.2 0.4 1.2 0.023
H -3.6051 -2.2150 -0.3940 0.0 -0.6 1.6 0.041
H -2.7043 -2.3573 1.2056 -1.0 -1.3 -0.8 0.018
H -4.3493 -3.3007 0.8428 0.0 0.3 0.6 0.000